C60H75F5O7S2 | wB97M-V/def2-TZVPD

Last column: Löwdin charge in e.
Cartesian coordinates (Å):
C (-3.09506, -1.34004, 3.90064)  -0.1409
C (-3.46316, -0.71540, 2.40322)  -0.2276
C (-2.06666, -0.64559, 1.53407)  -0.1993
C (-2.02202, -1.63276, 0.22550)  -0.1092
C (-0.52915, -2.34710, -0.01572)  -0.1897
C (0.56988, -1.11673, -0.06473)  -0.1427
O (0.09552, 0.10421, -0.72933)  -0.1470
C (1.18050, 0.86715, -1.36107)  -0.1395
C (2.75626, 0.90224, -0.91419)  -0.0113
C (3.88602, 1.77030, -1.74818)  -0.0594
C (3.49967, 2.65692, -3.07704)  -0.0820
C (1.92318, 2.69147, -3.52710)  -0.0657
C (0.77973, 1.81000, -2.68340)  0.0181
C (-0.35921, -3.16585, -1.42421)  -0.2471
C (-0.09310, -2.37150, -2.83048)  -0.2166
S (-1.73581, -1.72048, -3.51219)  0.8116
O (-1.88498, -2.15619, -5.01531)  -0.4410
O (-1.83856, -0.17680, -3.50024)  -0.4330
C (0.87767, -4.22214, -1.22268)  -0.5458
S (2.56033, -3.86771, -1.96487)  0.7535
O (0.77272, -4.49517, 0.24451)  -0.1629
C (-0.20778, -3.64302, 0.99207)  -0.2857
C (-1.50778, -4.56707, 1.46279)  -0.1007
C (-2.09161, -5.54615, 0.28552)  -0.1708
C (-3.53048, -5.04643, -0.36484)  -0.2199
C (-4.61702, -6.29792, -0.55617)  -0.2064
C (-6.08077, -5.81573, -1.11673)  -0.2195
C (-6.31412, -4.19321, -1.14722)  -0.1901
C (-7.90901, -3.75708, -1.39856)  -0.2009
O (-7.90202, -2.43158, -2.09267)  -0.2768
C (-8.13106, -1.34906, -1.08237)  -0.1239
C (0.55030, -3.35680, 2.41684)  -0.1126
C (2.16720, -2.99544, 2.26152)  -0.1555
C (2.47631, -1.80599, 3.34599)  -0.0929
C (3.55631, -0.66855, 2.82652)  -0.2400
O (4.51243, -0.85803, 1.91394)  -0.0043
O (3.44938, 0.66647, 3.50426)  -0.1212
C (2.40081, 1.48660, 2.87823)  -0.2218
C (1.14626, 1.87398, 3.88041)  -0.0904
H (-4.01886, -1.96922, 4.24952)  0.0725
H (-2.86921, -0.46713, 4.68268)  0.0868
H (-2.08864, -1.96929, 3.85339)  0.0570
H (-3.79161, 0.41250, 2.61679)  0.1148
H (-4.27736, -1.32717, 1.82729)  0.1001
H (-1.10998, -0.74041, 2.24160)  0.1000
H (-2.00786, 0.46849, 1.10890)  0.1231
H (-2.29627, -0.96400, -0.71817)  0.1173
H (-2.88950, -2.42010, 0.32100)  0.0893
H (0.80922, -0.84845, 1.07013)  0.1253
H (1.55428, -1.57785, -0.51555)  0.1134
H (3.05444, 0.26302, 0.04756)  0.0744
H (5.03662, 1.76243, -1.44091)  0.0948
H (4.27819, 3.27313, -3.73343)  0.0921
H (1.58644, 3.32123, -4.48180)  0.0942
H (-0.32221, 1.90802, -3.09406)  0.0863
H (-1.45761, -3.59754, -1.60373)  0.1185
H (0.25749, -3.19965, -3.61589)  0.1182
H (0.76282, -1.57488, -2.80722)  0.1174
H (-2.76672, -2.21424, -2.68740)  0.0774
H (0.50151, -5.18178, -1.82159)  0.1297
H (2.48331, -4.24071, -3.31607)  -0.0819
H (-2.36902, -3.85267, 1.87907)  0.1204
H (-1.24797, -5.28061, 2.38320)  0.1285
H (-1.35096, -5.77433, -0.59069)  0.1052
H (-2.33011, -6.60128, 0.79071)  0.1215
H (-4.00411, -4.31153, 0.41310)  0.0864
H (-3.40733, -4.58394, -1.44945)  0.1042
H (-4.13629, -7.12992, -1.25965)  0.1229
H (-4.78668, -6.74908, 0.52200)  0.1127
H (-6.22764, -6.19971, -2.23218)  0.1188
H (-6.98617, -6.26918, -0.48527)  0.1217
H (-5.63495, -3.64089, -1.92505)  0.1163
H (-6.06914, -3.78983, -0.05339)  0.1071
H (-8.46543, -3.60221, -0.36318)  0.1254
H (-8.48698, -4.52423, -2.07164)  0.1292
H (-7.47010, -1.52881, -0.11040)  0.0986
H (-9.27428, -1.19597, -0.83285)  0.1023
H (-7.75637, -0.34709, -1.56498)  0.0988
H (0.52523, -4.28762, 3.16400)  0.1339
H (-0.06167, -2.50909, 2.96370)  0.0911
H (2.82706, -3.92862, 2.58415)  0.1339
H (2.48246, -2.74558, 1.15600)  0.1045
H (2.91595, -2.30179, 4.32319)  0.1420
H (1.51953, -1.20190, 3.69757)  0.1101
H (2.89917, 2.52869, 2.57794)  0.1325
H (1.95527, 1.04116, 1.89203)  0.0994
H (1.37757, 2.83620, 4.54819)  0.0814
H (0.17473, 2.17585, 3.25509)  0.0783
H (0.83530, 1.01943, 4.61747)  0.0791
F (-1.11709, 3.72948, 4.39587)  0.0272
C (-1.69115, 4.71735, 3.69646)  -0.2855
C (-2.86845, 5.29156, 4.16327)  -0.0203
C (-3.46375, 6.32366, 3.43803)  -0.0830
C (-2.88026, 6.76302, 2.24712)  -0.0872
C (-1.70123, 6.17687, 1.78425)  -0.0686
C (-1.10028, 5.15255, 2.51545)  -0.0028
H (-3.31167, 4.93157, 5.08600)  0.1140
H (-4.38007, 6.78448, 3.79851)  0.1043
H (-3.34732, 7.56502, 1.67947)  0.1022
H (-1.25117, 6.51771, 0.85496)  0.0913
H (-0.17891, 4.69187, 2.17490)  0.1007
F (2.37531, 1.96360, -7.78685)  0.0550
C (1.40797, 1.06587, -8.01693)  -0.2932
C (0.63761, 0.60301, -6.95582)  -0.0073
C (-0.37310, -0.32786, -7.19569)  -0.0674
C (-0.59512, -0.79412, -8.49380)  -0.0902
C (0.18679, -0.32727, -9.55144)  -0.0905
C (1.18988, 0.61185, -9.31293)  -0.0273
H (0.83004, 0.97025, -5.95304)  0.0980
H (-0.98606, -0.69013, -6.37412)  0.0673
H (-1.38060, -1.52352, -8.67975)  0.1022
H (0.01484, -0.69470, -10.56027)  0.1015
H (1.80108, 0.99211, -10.12470)  0.1119
F (0.28958, 5.86113, -0.22578)  0.0389
C (1.54792, 6.12376, 0.15135)  -0.2899
C (2.38172, 5.07686, 0.52875)  -0.0215
C (3.69356, 5.34934, 0.91658)  -0.0795
C (4.15401, 6.66823, 0.93311)  -0.0938
C (3.30787, 7.71265, 0.55738)  -0.0816
C (1.99971, 7.43872, 0.15897)  -0.0145
H (2.00407, 4.05965, 0.51765)  0.1047
H (4.35578, 4.53714, 1.20598)  0.1033
H (5.17591, 6.88073, 1.23995)  0.1019
H (3.66721, 8.73874, 0.57499)  0.1055
H (1.33131, 8.23754, -0.14477)  0.1163
F (9.34140, -3.20645, -3.88400)  0.0635
C (8.04363, -3.19960, -4.21622)  -0.2888
C (7.08126, -3.13565, -3.21453)  -0.0104
C (5.72999, -3.12331, -3.56023)  -0.0905
C (5.35568, -3.18616, -4.90474)  -0.0980
C (6.32903, -3.25523, -5.90261)  -0.0819
C (7.68020, -3.25626, -5.55713)  -0.0182
H (7.39067, -3.09586, -2.17523)  0.1180
H (4.96999, -3.06565, -2.78497)  0.0399
H (4.30154, -3.18102, -5.17369)  0.0941
H (6.03521, -3.30822, -6.94816)  0.1057
H (8.45006, -3.30049, -6.32034)  0.1154
F (3.47596, 6.63437, 7.46466)  0.0633
C (2.40917, 5.91642, 7.84031)  -0.2888
C (1.58369, 5.35870, 6.87017)  -0.0145
C (0.47573, 4.60678, 7.26086)  -0.0802
C (0.19924, 4.42999, 8.61882)  -0.0967
C (1.03095, 4.99804, 9.58501)  -0.0864
C (2.14497, 5.74042, 9.19403)  -0.0200
H (1.80948, 5.51365, 5.82019)  0.1142
H (-0.17144, 4.16004, 6.51017)  0.0842
H (-0.66756, 3.84719, 8.92308)  0.0997
H (0.81141, 4.86253, 10.64130)  0.1038
H (2.80705, 6.18148, 9.93175)  0.1148

Forces on atoms 1 to 2 (eV/Å):
-0.1 0.3 -0.2
1.5 0.7 1.0

Highest occupied orbital energy = -8.33 eV
SMILES = CCCC[C@]1(COc2ccccc2)[C@@H](C[SH](=O)=O)[C@@H](S)O[C@@]1(CCCCCCCOC)CCCC(=O)OCC.Fc1ccccc1.Fc1ccccc1.Fc1ccccc1.Fc1ccccc1.Fc1ccccc1
Orbital gap = 8.431 eV
2S+1 = 1
Energy relative to the best compared isomer or geometry (same formula, charge and spin) = 8.993 eV